Here is C5H9NO in the gas phase from OMol25. Energies are from ωB97M-V with the def2-TZVPD basis set.

Cartesian coordinates (Å):
C1 -1.65 -1.10 0.05
C2 -0.58 -0.25 -0.60
C3 -0.73 1.30 -0.55
C4 0.67 1.35 0.02
C5 0.75 -0.06 0.13
N1 1.75 -0.99 0.34
O1 2.90 -0.25 0.54
H1 -2.59 -1.05 -0.51
H2 -1.86 -0.75 1.07
H3 -1.35 -2.15 0.11
H4 -0.38 -0.59 -1.63
H5 -0.84 1.77 -1.53
H6 -1.54 1.67 0.10
H7 0.57 -0.16 1.26
H8 1.36 2.15 0.25
H9 3.51 -0.88 0.94

Values from the calculation:
**E_HOMO (spin up / spin down)**: -7.449 / -7.936 eV
**2S+1**: 1
**E**: -325.70278 a.u.
**Kohn-Sham gap (spin up / spin down)**: 0.3023 / 0.3148 Eh